(1)
The following is a DFT calculation (the ωB97M-V functional and the def2-TZVPD basis) of a 2-piece molecular cluster, C22H30ClF3N7O6 overall.

Output
Charge = +1
LUMO = -2.975 eV
HOMO level = -0.3729 Ha
Gap between HOMO and LUMO = 7.1722 eV
E_tot = -66687.547 eV

Positions of all 69 atoms, in Å:
O1 -6.4526 0.9795 2.0687
C1 5.1393 0.8737 -2.7086
C2 -6.2027 -1.7510 2.5600
H1 2.9409 1.8787 -6.6465
C3 -1.7505 1.9743 2.5744
H2 1.6511 2.3578 0.3834
C4 -6.7135 -2.1696 1.3254
N1 4.0640 1.9817 -0.0414
O2 -3.5122 -2.3857 3.0119
H3 -8.3842 -5.9668 1.1530
C5 3.3007 1.2920 0.7879
O3 7.7464 2.6611 -2.6135
H4 -6.6411 -3.4010 6.2394
C6 -8.8367 -5.8929 2.1462
H5 5.9409 2.7025 -0.6816
C7 -4.2382 1.4631 2.3424
F1 -1.3918 2.2689 3.8490
H6 -9.6854 -6.5817 2.1868
N2 4.8206 2.2756 -4.7226
H7 9.3657 2.7867 -5.6515
H8 1.4480 1.0851 1.5393
C8 -6.7454 -2.2646 3.7578
H9 -8.2486 -3.6356 4.5494
H10 -6.2662 -1.8594 7.0271
C9 -8.2746 -3.6391 2.4336
H11 5.3289 3.0065 -2.8416
H12 -6.3104 -1.7625 0.4043
H13 6.8357 0.5064 -1.4163
H14 -8.0999 -6.2105 2.8910
N3 7.7225 1.8722 -4.7164
H15 7.1313 1.4428 -5.4185
C10 5.5911 2.1489 -3.4582
C11 -7.7866 -3.2086 3.6683
C12 -5.3508 0.5256 2.3378
C13 5.5038 1.7766 -0.3033
H16 4.7330 0.0623 1.4244
F2 -0.6926 1.3542 1.9773
H17 6.0227 1.5413 0.6279
H18 3.6263 2.7376 -0.5393
H19 4.2773 2.8438 -7.3320
C14 -2.9497 1.0296 2.5833
H20 4.1062 1.1274 -7.7575
C15 9.1582 1.9439 -4.9904
C16 4.8621 1.4756 -5.7967
H21 4.2130 3.0762 -4.8101
C17 7.1247 2.2370 -3.5795
H22 -7.8428 -2.0804 6.2508
C18 -3.8510 -1.2265 2.8451
C19 -6.7766 -2.3167 6.1745
C20 3.9825 1.8630 -6.9622
H23 9.7233 2.0752 -4.0650
N4 -2.8017 -0.3421 2.8357
N5 2.0403 1.5946 0.9076
N6 -5.1438 -0.8248 2.5689
H24 5.3567 -0.2827 -0.9098
C21 5.7592 0.6465 -1.3142
H25 -1.9154 -0.7345 3.1371
H26 4.0534 0.8959 -2.6073
Cl1 -8.3365 -3.5891 -0.3207
O4 5.5669 0.4791 -5.8697
F3 -2.0081 3.1240 1.8965
H27 3.1650 -0.2010 2.1338
O5 -9.2867 -4.5586 2.4165
C22 -7.7403 -3.1084 1.2516
O6 -6.2261 -1.8053 4.9516
H28 -4.4764 2.5027 2.1423
H29 5.3883 0.0031 -3.3171
H30 9.4882 1.0233 -5.4748
N7 3.7607 0.3036 1.5042

---

(2)
The following is a DFT calculation (the ωB97M-V functional and the def2-TZVPD basis) of a 2-piece molecular cluster, C22H30F15N5O8PS overall.

Output
Charge = -1
LUMO = -1.044 eV
HOMO level = -0.0909 Ha
Gap between HOMO and LUMO = 1.4303 eV
E_tot = -107991.590 eV

Positions of all 82 atoms, in Å:
C1 0.1492 -3.5843 -2.9780
C2 -3.4060 3.6185 2.9138
F1 -4.3618 1.2009 2.4119
H1 0.3688 2.8675 0.7101
H2 2.2567 -0.7524 1.1199
H3 1.7331 2.2557 -1.7254
S1 -3.2404 3.2820 4.7294
O1 -2.3328 -3.9785 1.7619
N1 1.3280 -0.8230 -1.7409
H4 1.9832 -3.7440 -1.6325
H5 4.2711 2.3474 1.3349
H6 -2.3870 -2.9055 -2.8978
H7 2.9582 2.0990 3.9124
F2 -2.0011 3.8222 2.3962
F3 -4.7918 2.6099 4.9231
H8 4.0884 -1.7719 -2.3546
C3 3.7618 -0.0329 4.1745
H9 3.6109 -0.4053 -4.4693
H10 -0.1191 1.4354 -0.9165
O2 -5.9316 -2.8261 -5.5879
C4 2.3740 0.0666 -1.0345
F4 -3.0228 3.1085 6.4257
F5 -1.8785 3.4660 -0.5182
H11 2.4123 2.2675 -4.0528
C5 0.7159 -4.2714 1.4547
H12 3.6169 1.8707 -1.6733
H13 4.9155 1.9707 3.7979
F6 -4.4168 4.1083 -0.0165
O3 -0.8982 -4.5327 -3.3985
P1 4.0109 -0.9038 -1.1857
C6 -5.9138 -4.0549 -5.7237
N2 -0.2125 -3.2846 0.7812
O4 2.0504 -4.0046 1.4764
H14 2.9522 -0.7172 3.6725
C7 2.5259 1.1832 -3.5664
H15 -0.2550 -2.4827 -3.0726
F7 -3.9600 4.8408 5.0655
N3 0.3485 -0.3790 0.3473
F8 -4.0309 4.9912 2.7882
H16 4.0420 1.1070 -5.0323
H17 3.4905 0.0978 5.3293
H18 -1.1742 -0.1234 -1.2502
O5 -5.4340 -4.8445 -4.9250
F9 -5.7506 3.1118 2.2182
F10 -2.9954 1.6506 -1.5840
C8 2.5537 1.4166 -1.9451
C9 0.6382 -1.5714 -0.5912
H19 1.9381 -1.4006 -2.3675
H20 4.8011 -0.6066 4.1225
C10 -1.6176 -3.8062 0.6152
C11 -2.0614 -3.6623 -3.7569
H21 1.0171 -3.6789 -3.7918
C12 1.5065 2.8618 0.9825
H22 1.6413 3.6039 1.9072
C13 -4.1257 2.6870 0.4045
C14 3.7240 1.4375 1.8311
C15 1.7919 0.1492 0.4894
C16 -0.6211 0.5069 -0.4017
O6 -2.7510 -3.7388 -4.8966
C17 0.8051 -3.8838 -1.5052
O7 4.3979 -1.7883 0.0618
H23 5.0746 0.0913 -1.3634
O8 -6.4557 -4.3624 -6.7916
H24 0.6453 -5.0109 -1.2343
H25 -2.5364 0.2147 0.8014
H26 1.5766 0.5832 -3.9578
C18 -2.7136 2.2421 -0.2215
N4 3.7861 0.5942 -4.1589
F11 -2.2888 -4.1919 -0.6453
C19 3.8775 1.4756 3.4964
H27 4.2523 0.4158 1.5150
H28 -1.3019 1.5091 1.5585
F12 -5.2583 1.8815 -0.1888
F13 -1.7101 4.1283 4.7115
F14 0.3051 -5.5628 2.0708
C20 -1.8203 1.1412 0.5765
H29 2.2132 3.2810 0.1392
C21 -4.3262 2.6265 2.0258
H30 1.5658 1.1738 2.5098
F15 -2.4476 1.7801 4.5376
C22 2.0934 1.4146 1.4659
N5 0.3811 -2.9078 -0.4134

---

(3)
The following is a DFT calculation (the ωB97M-V functional and the def2-TZVPD basis) of C22H30F6MnN2O17S2 as an isolated structure.

Output
Charge = 0
LUMO (spin up / spin down) = 0.248 / 0.247 eV
HOMO level (spin up / spin down) = -0.2549 / -0.2549 Ha
Gap between HOMO and LUMO (spin up / spin down) = 7.1849 / 7.1840 eV
E_tot = -130383.019 eV
2S+1 = 6

Positions of all 80 atoms, in Å:
C1 -40.0912 10.6877 -13.8359
H1 -35.0798 6.0597 -8.4928
H2 -31.4221 4.8588 -12.3410
O1 -36.3032 11.4338 -9.8895
H3 -34.8305 9.9539 -7.1183
H4 -33.3648 14.7917 -7.5379
H5 -37.3345 5.6939 -15.3187
C2 -36.9462 7.4961 -16.4310
H6 -34.5186 16.0325 -7.6727
C3 -32.9731 7.3240 -11.3169
C4 -34.0576 12.5385 -14.2598
N1 -33.9920 11.4511 -11.7323
H7 -32.7130 4.3081 -8.9280
H8 -34.2709 5.8137 -5.8522
H9 -40.9906 12.0202 -12.3140
C5 -38.1549 10.8897 -12.6998
F1 -34.1303 13.6964 -14.9325
C6 -36.1225 8.1894 -14.4198
H10 -39.4405 7.8800 -15.3194
H11 -37.0002 8.0750 -10.6931
O2 -32.8332 6.3346 -12.2685
C7 -31.6071 5.7643 -10.3053
O3 -33.5569 8.3786 -11.5151
O4 -32.8292 12.9119 -9.7579
H12 -35.3722 8.5056 -8.9661
F2 -30.8999 11.6429 -12.2884
O5 -32.7717 13.6970 -12.2475
C8 -34.2837 15.0439 -8.0670
F3 -30.1444 11.8347 -10.2344
H13 -30.5734 6.0993 -10.3909
H14 -42.1150 9.8687 -13.6559
Mn1 -35.1752 9.9182 -11.5394
C9 -36.7504 14.6064 -8.6210
S1 -34.0377 12.9232 -12.3260
C10 -34.9841 6.8145 -7.7263
F4 -35.1321 11.7738 -14.5339
C11 -39.1281 6.8398 -15.2270
C12 -40.2690 11.2093 -12.4137
H15 -32.8010 4.3564 -11.5309
H16 -34.0790 8.3930 -4.9907
H17 -37.5270 14.7988 -7.8808
S2 -32.8812 11.5933 -10.3834
O6 -37.0808 7.2721 -14.1694
C13 -36.2692 12.4597 -9.2212
F5 -32.9281 11.9616 -14.6210
O7 -36.2582 8.6839 -10.5111
H18 -40.2082 11.5562 -14.4841
H19 -41.1967 9.3780 -15.2331
C14 -31.7945 4.8770 -9.0726
H20 -31.0401 4.0902 -9.0733
O8 -38.7720 10.2759 -13.7258
H21 -37.6918 8.0594 -16.9921
H22 -39.5941 6.5183 -14.2955
O9 -36.9607 10.8341 -12.4963
C15 -41.1952 9.5737 -14.1608
C16 -31.0165 11.2077 -11.0129
O10 -32.4250 6.9672 -10.1621
O11 -33.2483 10.4332 -9.6028
H23 -40.9860 8.6650 -13.5963
O12 -36.0665 8.3441 -15.7303
H24 -34.1835 15.2473 -9.1331
N2 -35.0935 8.1260 -8.0727
H25 -31.6705 5.5076 -8.1922
F6 -30.8442 9.9266 -10.9233
H26 -35.6761 13.9206 -6.8414
C17 -35.5243 14.1315 -7.8999
C18 -32.1800 5.2431 -11.6583
O13 -39.0070 11.5154 -11.9014
C19 -34.4951 6.6989 -6.4290
O14 -35.2965 13.6630 -12.1036
O15 -37.0785 13.5031 -9.4517
C20 -34.4171 8.0510 -5.9576
H27 -36.6429 15.4749 -9.2708
H28 -39.6860 6.3741 -16.0393
C21 -34.7433 8.8826 -7.0130
O16 -35.4774 8.7886 -13.5578
C22 -37.6450 6.7386 -15.3342
H29 -36.3584 6.8336 -17.0664
O17 -35.3839 12.8143 -8.3512
H30 -40.7735 10.4748 -11.7858

---

Q: What is the charge in the third record?
A: 0

---

Q: What is the formula in the third record?
A: C22H30F6MnN2O17S2

---

Q: What is the E_tot in the second record?
A: -107991.590 eV

---

Q: The highest E_tot belongs to which entry?
A: C22H30ClF3N7O6